Record 1
This record from OMol25 describes C2H43BaO20 as an isolated structure in a non-equilibrium geometry. The level of theory is ωB97M-V/def2-TZVPD.

```
! RIJCOSX wB97M-V def2-TZVPD def2/J DEFGRID3
* xyz 1 1
Ba -15.410 1.990 -12.651
C -18.453 1.448 -14.463
C -18.141 0.447 -13.397
O -17.983 1.150 -12.230
H -18.406 0.867 -15.381
H -17.706 2.277 -14.418
H -19.476 1.772 -14.378
H -17.167 -0.063 -13.462
H -18.889 -0.237 -13.375
O -17.759 -1.938 -11.424
H -18.223 -2.339 -10.699
H -18.440 -1.586 -12.018
O -16.840 -2.223 -14.729
H -16.345 -2.516 -13.954
H -17.652 -2.739 -14.782
O -19.526 4.382 -15.668
H -19.799 4.186 -16.610
H -20.062 3.713 -15.209
O -16.873 4.260 -12.829
H -17.706 4.023 -12.507
H -17.106 4.947 -13.508
O -19.547 3.355 -12.263
H -20.162 3.300 -12.969
H -19.032 2.538 -12.270
O -15.358 -0.835 -12.029
H -14.736 -1.091 -11.367
H -16.204 -1.226 -11.783
O -21.570 -0.402 -13.932
H -21.265 0.027 -13.095
H -22.541 -0.476 -13.925
O -21.737 2.729 -14.469
H -22.508 3.283 -14.481
H -21.917 2.052 -13.790
O -16.903 -0.351 -16.731
H -16.994 -1.115 -17.393
H -17.180 -0.836 -15.915
O -16.642 3.253 -10.258
H -16.073 3.649 -9.639
H -17.057 2.532 -9.758
O -19.769 -2.545 -13.601
H -19.536 -2.278 -14.502
H -20.428 -1.884 -13.336
O -15.117 0.731 -15.048
H -15.850 0.240 -15.406
H -14.298 0.242 -15.221
O -19.738 -1.983 -16.159
H -20.129 -1.110 -16.217
H -20.030 -2.500 -16.952
O -20.410 0.426 -11.343
H -20.511 -0.514 -11.061
H -19.638 0.471 -11.856
O -17.730 0.910 -9.638
H -16.961 0.350 -9.369
H -17.746 0.819 -10.606
O -21.252 0.515 -16.450
H -22.151 0.585 -16.821
H -21.427 0.334 -15.480
O -19.003 1.244 -17.717
H -19.352 1.114 -16.848
H -18.054 1.372 -17.550
O -16.461 2.337 -17.564
H -16.121 1.446 -17.409
H -16.432 2.805 -16.735
O -16.814 4.295 -15.623
H -17.720 3.962 -15.676
H -16.781 5.265 -15.647
*
```

For the HOMO-LUMO gap, the calculation gives 8.56 eV. The calculation puts the LUMO energy at -3.401 eV. The value obtained for the HOMO energy is -0.440 hartree. The calculated total energy comes out at -44413.4983 eV.

***

Record 2
This record from OMol25 describes a 10-piece molecular cluster, C27H75N5O10 overall in a non-equilibrium geometry. The level of theory is ωB97M-V/def2-TZVPD.

```
! RIJCOSX wB97M-V def2-TZVPD def2/J DEFGRID3
* xyz 0 1
C 4.673 -3.254 1.955
O 3.364 -3.555 1.498
C 3.272 -3.599 0.088
C 1.973 -4.374 -0.220
C 1.827 -4.542 -1.705
N 0.854 -3.631 0.283
H 5.358 -4.071 2.164
H 4.557 -2.689 2.884
H 5.115 -2.579 1.189
H 3.104 -2.549 -0.169
H 4.107 -4.038 -0.462
H 2.097 -5.368 0.272
H 2.511 -5.265 -2.141
H 1.825 -3.589 -2.215
H 0.907 -4.972 -2.123
H 0.938 -3.437 1.267
H -0.072 -4.117 0.108
N -1.041 -0.511 0.886
C -0.286 0.310 0.020
N 0.845 -0.262 -0.429
O -0.616 1.490 -0.292
H -0.852 -1.506 0.828
H -2.052 -0.234 1.005
H 1.086 -1.263 -0.264
H 1.506 0.085 -1.131
N -1.867 4.635 0.812
C -3.056 4.178 1.177
N -3.311 2.832 0.823
O -3.781 4.936 1.788
H -1.612 5.536 1.198
H -1.076 4.008 0.878
H -2.487 2.277 0.598
H -4.118 2.364 1.202
C 4.797 2.200 -1.990
C 4.147 0.968 -2.549
C 4.898 -0.238 -2.018
O 2.759 0.882 -2.127
H 4.685 2.207 -0.923
H 4.433 3.198 -2.348
H 5.903 1.997 -2.180
H 4.094 0.982 -3.680
H 4.449 -1.245 -2.221
H 4.976 -0.079 -0.921
H 5.882 -0.209 -2.473
H 2.314 1.356 -2.831
C -4.730 1.563 4.347
C -4.318 0.200 3.825
C -5.400 -0.698 3.332
O -3.432 0.503 2.768
H -5.401 2.078 3.609
H -3.839 2.132 4.514
H -5.301 1.439 5.247
H -3.781 -0.327 4.628
H -5.896 -0.174 2.551
H -6.180 -0.724 4.082
H -5.243 -1.685 2.969
H -2.706 1.095 3.084
C 0.552 -0.082 3.911
C 0.517 1.438 3.796
C 1.862 1.926 3.344
O -0.534 1.804 2.861
H 1.269 -0.341 4.682
H 0.829 -0.539 2.928
H -0.538 -0.378 4.086
H 0.251 1.809 4.785
H 2.253 1.379 2.437
H 2.537 1.790 4.175
H 1.905 2.968 3.085
H -0.666 1.003 2.390
C -1.745 -1.444 -2.806
C -1.786 -2.968 -2.644
C -3.289 -3.363 -2.500
O -1.223 -3.664 -3.793
H -2.513 -0.992 -2.084
H -2.122 -1.126 -3.785
H -0.757 -0.985 -2.577
H -1.181 -3.334 -1.807
H -3.349 -4.460 -2.482
H -3.904 -2.968 -3.309
H -3.632 -2.959 -1.557
H -1.436 -3.189 -4.601
C 1.342 5.777 -1.101
C 1.722 4.313 -1.126
C 1.927 3.667 0.219
O 0.638 3.565 -1.755
H 2.151 6.382 -0.667
H 0.438 5.807 -0.453
H 1.077 5.990 -2.122
H 2.595 4.094 -1.762
H 2.794 4.196 0.745
H 2.230 2.640 -0.001
H 0.974 3.640 0.778
H 0.321 2.901 -1.114
C 0.080 1.016 -5.123
C 1.178 2.029 -5.293
C 0.703 3.167 -6.213
O 1.645 2.437 -4.014
H 0.461 0.184 -4.557
H -0.204 0.590 -6.101
H -0.881 1.460 -4.708
H 2.058 1.549 -5.749
H -0.024 3.847 -5.628
H 0.045 2.860 -7.045
H 1.565 3.695 -6.559
H 1.046 3.006 -3.443
C -2.825 -3.394 4.048
C -2.121 -3.720 2.763
C -2.984 -3.382 1.539
O -0.793 -3.230 2.750
H -2.354 -3.897 4.857
H -3.882 -3.632 4.017
H -2.621 -2.318 4.106
H -2.078 -4.788 2.693
H -3.880 -4.021 1.567
H -2.506 -3.692 0.611
H -3.206 -2.331 1.596
H -0.728 -2.403 3.241
*
```

For the HOMO-LUMO gap, the calculation gives 9.51 eV. The calculation puts the LUMO energy at 0.583 eV. The relative energy (zero: lowest compared OMol25 entry of this formula, charge and spin) is 0.0 kJ/mol. The value obtained for the HOMO energy is -0.328 hartree. The calculated total energy comes out at -57141.6186 eV. Its SMILES is COC[C@H](C)N.NC(N)=O.NC(N)=O.CC(C)O.CC(C)O.CC(C)O.CC(C)O.CC(C)O.CC(C)O.CC(C)O.

***

Record 3
This record from OMol25 describes one molecule with the formula C23H24N6O3S2 in a non-equilibrium geometry. The level of theory is ωB97M-V/def2-TZVPD.

```
! RIJCOSX wB97M-V def2-TZVPD def2/J DEFGRID3
* xyz 0 1
C -6.663 -1.598 -0.369
C -5.406 -1.133 0.350
O -4.358 -2.014 -0.012
C -3.101 -1.767 0.430
C -2.754 -0.709 1.277
C -1.444 -0.505 1.654
C -0.455 -1.361 1.192
N 0.885 -1.240 1.422
C 1.560 -2.152 0.828
N 2.920 -2.264 0.974
C 3.927 -2.481 0.066
O 5.072 -2.542 0.446
C 3.564 -2.545 -1.400
S 3.566 -0.813 -1.996
C 1.862 -0.484 -1.856
N 0.917 -1.298 -2.248
N -0.248 -0.710 -2.001
C -0.025 0.462 -1.451
C -1.128 1.309 -1.041
C -2.359 1.101 -1.671
C -3.451 1.840 -1.257
N -3.400 2.739 -0.285
C -2.238 2.934 0.310
C -1.075 2.255 -0.019
N 1.329 0.664 -1.341
C 2.080 1.768 -0.812
C 2.462 1.527 0.670
C 3.094 2.774 1.295
C 4.563 2.623 0.893
C 4.737 1.102 0.766
O 3.438 0.521 0.788
S 0.601 -3.360 -0.058
C -0.819 -2.451 0.369
C -2.124 -2.657 -0.016
H -7.492 -0.941 -0.122
H -6.908 -2.613 -0.069
H -6.501 -1.584 -1.443
H -5.559 -1.158 1.438
H -5.155 -0.106 0.053
H -3.508 -0.027 1.637
H -1.178 0.316 2.302
H 3.264 -1.899 1.857
H 2.589 -2.966 -1.626
H 4.354 -3.058 -1.947
H -2.435 0.363 -2.452
H -4.420 1.712 -1.723
H -2.238 3.671 1.103
H -0.172 2.443 0.539
H 2.994 1.864 -1.404
H 1.487 2.678 -0.917
H 1.584 1.159 1.212
H 2.990 2.724 2.379
H 2.649 3.700 0.938
H 4.751 3.114 -0.063
H 5.238 3.046 1.633
H 5.294 0.675 1.604
H 5.246 0.821 -0.163
H -2.404 -3.471 -0.663
*
```

For the HOMO-LUMO gap, the calculation gives 8.10 eV. The calculation puts the LUMO energy at 0.187 eV. The relative energy (zero: lowest compared OMol25 entry of this formula, charge and spin) is 275.7 kJ/mol. The value obtained for the HOMO energy is -0.291 hartree. The calculated total energy comes out at -60994.3972 eV. Its SMILES is CCOc1ccc2nc(NC(=O)CSc3nnc(-c4ccncc4)n3C[C@@H]3CCCO3)sc2c1.

***

Record 4
This record from OMol25 describes C9H23ClN2O5Ti as an isolated structure in a non-equilibrium geometry. The level of theory is ωB97M-V/def2-TZVPD.

```
! RIJCOSX wB97M-V def2-TZVPD def2/J DEFGRID3
* xyz -1 4
Ti -15.150 -13.456 6.913
Cl -16.610 -11.517 5.919
O -11.191 -13.326 5.830
C -12.167 -12.708 5.098
O -11.859 -12.317 3.945
O -13.312 -12.550 5.590
H -10.460 -13.216 5.194
C -18.660 -16.006 7.523
C -17.522 -14.947 7.641
C -17.075 -14.638 9.068
O -16.218 -13.526 9.042
C -15.593 -13.127 10.250
N -16.457 -15.333 6.725
H -18.834 -16.235 6.471
H -19.613 -15.673 7.937
H -18.361 -16.960 7.970
H -17.948 -14.060 7.158
H -16.721 -15.557 9.549
H -17.971 -14.219 9.548
H -15.709 -12.042 10.259
H -14.526 -13.356 10.205
H -16.111 -13.567 11.106
H -16.744 -15.291 5.753
H -16.324 -16.325 6.920
C -12.243 -16.013 10.126
C -11.830 -14.796 9.276
C -10.386 -14.921 8.738
O -9.429 -15.111 9.766
C -8.159 -15.472 9.298
N -12.669 -14.899 8.064
H -13.116 -15.739 10.718
H -11.453 -16.398 10.775
H -12.503 -16.850 9.475
H -12.082 -13.868 9.782
H -10.150 -13.953 8.276
H -10.301 -15.723 8.000
H -8.186 -16.279 8.561
H -7.432 -15.588 10.097
H -7.740 -14.622 8.731
H -12.451 -15.740 7.545
H -12.427 -14.101 7.476
*
```

For the HOMO-LUMO gap (spin up / spin down), the calculation gives 3.40 / 7.48 eV. The calculation puts the LUMO energy (spin up / spin down) at 2.549 / 2.450 eV. The relative energy (zero: lowest compared OMol25 entry of this formula, charge and spin) is 115.0 kJ/mol. The value obtained for the HOMO energy (spin up / spin down) is -0.031 / -0.185 hartree. The calculated total energy comes out at -58561.6150 eV.